1.
The following is a DFT calculation (the ωB97M-V functional and the def2-TZVPD basis) of C3H9PS3 in the gas phase.

Each line ends with the Mulliken charge.
Atoms and positions in Å:
C1 -0.8321 1.5561 -0.0777  -1.471
C2 -0.8042 0.0074 -0.3362  0.413
C3 -1.2081 -0.7898 0.9391  -1.239
P1 0.8693 -0.4955 -0.8986  0.401
S1 0.7615 -1.3410 -2.6147  -0.373
S2 2.2349 1.1634 -0.7401  -0.248
S3 1.7241 -1.8563 0.7263  -0.351
H1 -0.1389 1.9437 0.6249  0.406
H2 -0.7702 2.1024 -1.0786  0.379
H3 -1.8050 1.7195 0.4513  0.385
H4 -1.3097 -0.0248 -1.3071  0.311
H5 -0.4463 -1.1224 1.5190  0.395
H6 -1.9039 -1.6159 0.6621  0.316
H7 -2.0160 -0.2041 1.4545  0.314
H8 2.6819 0.9049 0.4634  0.182
H9 2.9628 -1.9475 0.2123  0.180

Cartesian forces (eV/Å) of the 3 atoms listed first:
-1.757 -0.357 -0.874
1.385 1.688 1.054
-5.367 1.007 -3.027

## Properties
lowest unoccupied orbital energy	0.00251	hartree
E_HOMO	-9.0	eV
SMILES	CC(C)P(=S)(S)S
DFT total energy	-45051.768	eV

---

2.
The following is a DFT calculation (the ωB97M-V functional and the def2-TZVPD basis) of a 2-piece molecular cluster, C3H9S overall.

Each line ends with the Mulliken charge.
Atoms and positions in Å:
C1 0.3731 -0.5115 1.3364  -0.728
C2 1.5289 -1.2063 0.5519  -0.744
H1 0.6030 0.5568 1.2966  0.177
H2 0.5296 -0.9492 2.3399  0.308
H3 -0.6252 -0.6393 0.9439  0.183
H4 2.4873 -0.7276 0.7583  0.275
H5 1.5224 -2.2734 0.8104  0.232
H6 1.2779 -1.1021 -0.5057  0.194
C3 -1.5851 1.4689 -1.4741  -0.784
S1 -1.1519 -0.2987 -1.6047  -0.717
H7 -0.8669 2.0215 -2.0923  0.163
H8 -2.5794 1.6783 -1.8673  0.232
H9 -1.5137 1.9827 -0.4934  0.209

Cartesian forces (eV/Å) of the 3 atoms listed first:
2.011 -0.337 0.552
-1.539 0.026 -0.448
-0.283 0.020 0.435

## Properties
lowest unoccupied orbital energy	0.15993	hartree
charge	-1
E_HOMO	-2.1	eV
DFT total energy	-14092.367	eV

---

In eV, the energy relative to the best compared isomer or geometry (same formula, charge and spin) values for the records above are, in order, 1.040; 0.789.